Molecular formula: C15H31ClMnP2
Method: DFT, ωB97M-V with the def2-TZVPD basis set

largest force on an atom = 3.6 eV/A
orbital gap (alpha / beta) = 0.281 / 0.280 hartree
multiplicity = 6
molar mass = 363.8 g mol⁻¹
net charge = 0
LUMO level (alpha / beta) = 0.46 / -0.11 eV
E_HOMO (alpha / beta) = -7.18 / -7.71 eV

Each line ends with the Mulliken spin population.
Atoms and positions in Å:
P1 0.579 -1.127 -0.720  0.0340
P2 1.589 2.483 -0.582  -0.0889
C1 0.699 0.194 -2.022  -0.0495
C2 1.805 1.244 -1.914  0.0449
H1 -0.317 0.626 -2.013  0.0027
H2 0.787 -0.353 -2.970  -0.0015
H3 2.781 0.760 -1.771  0.0328
H4 1.871 1.765 -2.874  0.0064
C3 -0.189 2.966 -0.578  0.0102
H5 -0.437 3.602 0.294  -0.0011
H6 -0.807 2.043 -0.464  -0.0038
H7 -0.584 3.468 -1.508  -0.0016
C4 2.649 3.899 -1.092  0.0471
H8 2.329 4.417 -2.036  0.0039
H9 3.716 3.594 -1.141  -0.0029
H10 2.581 4.557 -0.206  -0.0007
C5 -0.482 -2.156 -1.900  0.0109
H11 -0.587 -3.207 -1.586  0.0003
H12 0.033 -2.155 -2.876  -0.0012
H13 -1.495 -1.748 -2.049  -0.0006
C6 1.932 -2.399 -0.734  0.0053
H14 2.886 -1.867 -0.701  0.0016
H15 1.794 -2.961 -1.664  0.0004
H16 1.834 -3.076 0.135  0.0012
Mn1 2.767 1.485 0.919  4.8539
C7 -2.190 0.853 1.112  -0.0019
C8 -2.961 0.447 0.083  0.0005
C9 -3.878 -0.741 0.107  0.0020
C10 -3.446 -2.007 0.909  -0.0006
C11 -2.105 -2.535 0.613  0.0126
C12 -0.906 -2.155 1.115  -0.0120
C13 -0.572 -0.946 1.970  -0.0983
C14 -1.729 0.017 2.286  -0.0028
C15 3.235 -0.062 1.992  0.0552
H17 -1.890 1.915 1.131  -0.0052
H18 -3.108 1.114 -0.799  -0.0004
H19 -4.064 -1.065 -0.918  0.0000
H20 -4.904 -0.524 0.447  0.0000
H21 -3.603 -1.850 1.987  0.0005
H22 -4.162 -2.808 0.628  -0.0001
H23 -2.135 -3.392 -0.069  -0.0001
H24 -0.121 -2.920 1.170  0.0009
H25 0.219 -0.301 1.514  0.0595
H26 -0.097 -1.343 2.881  0.0059
H27 -2.549 -0.470 2.828  0.0001
H28 -1.306 0.735 3.011  0.0056
H29 4.344 -0.008 2.123  0.0115
H30 2.891 -0.977 1.467  -0.0280
H31 2.726 0.198 2.952  -0.0067
Cl1 4.578 2.769 1.513  0.0978

Atoms 1-3, force components in eV/Å:
-1.046 -0.711 -1.174
-1.976 1.692 -2.523
0.821 -0.667 -0.552

***

Molecular formula: C12H15N3O3S2
Method: DFT, ωB97M-V with the def2-TZVPD basis set

largest force on an atom = 19.5 eV/A
orbital gap = 0.329 hartree
molar mass = 313.4 g mol⁻¹
net charge = 0
LUMO level = 0.39 eV
E_HOMO = -8.55 eV

Each line ends with the Löwdin charge.
Atoms and positions in Å:
C1 3.770 -1.956 3.823  -0.1876
H1 3.545 -1.106 4.380  0.0898
H2 4.322 -2.735 4.158  0.0752
H3 4.411 -1.572 2.907  0.1488
O1 2.873 -2.645 3.268  -0.0303
C2 1.827 -1.871 2.787  -0.2791
O2 1.977 -0.646 2.703  0.1026
C3 0.663 -2.764 2.189  -0.1174
C4 0.386 -4.123 2.338  0.0491
C5 -0.880 -4.179 1.758  -0.0739
C6 -1.491 -3.127 1.348  -0.3285
O3 -0.412 -2.233 1.613  0.0502
C7 -2.351 -2.526 0.582  -0.6172
H4 -3.382 -3.401 0.599  0.2173
H5 -2.887 -1.716 0.935  0.0596
S1 -2.174 -2.205 -0.998  0.9556
C8 -1.666 -0.412 -0.924  -0.8766
N1 -2.089 0.238 0.101  0.0386
N2 -1.784 1.452 -0.253  -0.0096
C9 -1.149 1.725 -1.107  -0.6783
N3 -0.450 2.833 -1.521  -0.0141
H6 -0.917 3.595 -0.711  0.2546
C10 -0.167 3.238 -2.798  -0.6323
C11 -1.331 3.684 -3.569  -0.0530
H7 -0.851 3.714 -4.927  0.1968
H8 -1.955 2.901 -3.868  0.0263
H9 -1.577 4.648 -3.269  0.0481
C12 0.844 4.335 -2.761  -0.1172
H10 0.472 5.310 -2.127  0.1314
H11 1.374 4.730 -3.601  0.0576
H12 1.706 4.040 -2.074  0.0942
H13 0.546 2.324 -3.290  0.1858
S2 -0.917 0.310 -2.267  1.0272
H14 -1.322 -5.111 1.708  0.1027
H15 1.037 -4.748 2.869  0.1035

Atoms 1-3, force components in eV/Å:
7.109 3.814 -2.301
-0.650 1.014 1.460
2.798 -1.355 2.662

***

Molecular formula: C2H8N2O
Method: DFT, ωB97M-V with the def2-TZVPD basis set

largest force on an atom = 7.2 eV/A
orbital gap = 0.340 hartree
molar mass = 76.1 g mol⁻¹
net charge = 0
LUMO level = 1.00 eV
E_HOMO = -8.24 eV
SMILES string = CCNNO

Each line ends with the Löwdin charge.
Atoms and positions in Å:
C1 -0.031 -1.408 0.100  -0.1044
C2 -0.707 -0.038 0.645  -0.3129
N1 0.243 1.020 0.744  -0.0466
N2 0.933 1.015 -0.810  -0.1185
O1 0.137 1.747 -1.687  -0.0558
H1 -0.678 -2.173 0.537  0.0527
H2 -0.023 -1.475 -0.989  0.0555
H3 0.979 -1.569 0.480  0.0557
H4 -1.449 0.218 -0.127  0.0872
H5 -1.156 -0.262 1.619  0.1027
H6 0.866 0.872 1.541  0.0870
H7 1.681 0.346 -0.626  0.1121
H8 -0.796 1.708 -1.427  0.0851

Atoms 1-3, force components in eV/Å:
-1.500 0.710 1.010
1.286 -2.224 -1.270
0.292 1.286 -3.333

***

Molecular formula: C36H42BrN4O3PTeZr
Method: DFT, ωB97M-V with the def2-TZVPD basis set

largest force on an atom = 0.8 eV/A
orbital gap = 0.258 hartree
molar mass = 908.5 g mol⁻¹
net charge = 0
LUMO level = 0.05 eV
E_HOMO = -6.96 eV

Each line ends with the Löwdin charge.
Atoms and positions in Å:
Zr1 0.159 -0.097 -0.004  1.6648
C1 -0.049 3.428 -1.650  -0.2036
C2 1.296 3.867 -1.090  -0.1863
C3 2.102 2.665 -0.609  -0.2521
N1 1.432 1.817 0.390  -0.0645
C4 1.626 2.162 1.654  -0.2322
C5 2.250 3.379 2.036  -0.0134
C6 2.863 3.768 3.212  -0.0784
C7 3.043 3.074 4.399  -0.1086
C8 2.454 1.857 4.685  -0.0775
C9 1.535 1.123 3.953  -0.0256
C10 0.995 1.296 2.661  -0.2558
N2 -0.041 0.608 2.198  -0.0799
C11 -0.965 0.030 3.184  -0.1986
C12 -1.019 -1.497 3.302  -0.1416
C13 -1.056 -2.196 1.929  -0.2549
N3 -1.489 -1.224 0.925  -0.1918
C14 -2.752 -0.797 1.004  -0.2573
C15 -3.784 -1.627 1.454  -0.0128
C16 -5.121 -1.380 1.767  -0.0851
C17 -5.817 -0.197 1.819  -0.1149
C18 -5.279 1.051 1.494  -0.0883
C19 -4.068 1.378 0.939  -0.0238
C20 -2.956 0.580 0.512  -0.2419
N4 -1.973 1.025 -0.222  -0.0392
C21 -2.183 2.266 -0.973  -0.2163
C22 -1.182 3.366 -0.621  -0.1707
H1 0.079 2.437 -2.095  0.0843
H2 -0.361 4.069 -2.479  0.1157
H3 1.150 4.604 -0.294  0.1023
H4 1.894 4.361 -1.861  0.1152
H5 3.072 2.980 -0.216  0.1172
H6 2.320 2.047 -1.472  0.0166
H7 2.296 4.122 1.255  0.0822
H8 3.302 4.760 3.174  0.1066
H9 3.666 3.525 5.160  0.0963
H10 2.703 1.423 5.649  0.1069
H11 1.171 0.235 4.456  0.0993
H12 -1.962 0.381 2.914  0.1062
H13 -0.770 0.463 4.166  0.1102
H14 -1.926 -1.730 3.865  0.1127
H15 -0.184 -1.888 3.888  0.1016
H16 -1.686 -3.085 1.949  0.1005
H17 -0.065 -2.549 1.656  0.0509
H18 -3.492 -2.664 1.546  0.1019
H19 -5.679 -2.268 2.048  0.1045
H20 -6.841 -0.229 2.166  0.0939
H21 -5.916 1.905 1.704  0.1047
H22 -3.905 2.441 0.825  0.0984
H23 -3.210 2.609 -0.869  0.0971
H24 -2.053 2.016 -2.028  0.0906
H25 -0.794 3.167 0.381  0.1015
H26 -1.674 4.341 -0.566  0.1129
Br1 2.662 -0.330 -2.297  0.9185
C23 3.500 -1.753 -1.408  -0.6146
C24 4.430 -2.444 -2.126  -0.1390
C25 5.151 -3.482 -1.502  -0.0821
C26 4.932 -3.735 -0.183  -0.0430
C27 3.973 -3.002 0.561  -0.1687
C28 3.836 -3.272 1.949  -0.0467
C29 2.946 -2.559 2.676  -0.0713
C30 2.109 -1.612 2.033  -0.1723
C31 2.119 -1.311 0.687  -0.2326
C32 3.168 -2.000 -0.047  -0.2591
H27 4.622 -2.182 -3.157  0.0937
H28 5.884 -4.045 -2.064  0.1029
H29 5.499 -4.503 0.330  0.1097
H30 4.464 -4.032 2.400  0.1091
H31 2.844 -2.727 3.743  0.1031
H32 1.377 -1.149 2.672  0.0357
C33 1.216 -1.715 -6.015  -0.0730
C34 0.392 -2.296 -4.896  -0.2966
O1 -0.209 -1.196 -4.175  -0.2846
P1 -0.773 -1.291 -2.700  0.0680
O2 -0.358 0.052 -2.051  -0.5932
Te1 -0.091 -3.114 -1.431  0.6997
O3 -2.344 -1.294 -2.852  -0.2824
C35 -3.008 -0.334 -3.708  -0.2613
C36 -4.467 -0.339 -3.331  -0.0607
H33 1.689 -2.524 -6.575  0.0814
H34 1.996 -1.066 -5.616  0.0680
H35 0.601 -1.134 -6.703  0.0786
H36 1.002 -2.873 -4.201  0.0575
H37 -0.404 -2.941 -5.272  0.1210
H38 -2.844 -0.620 -4.747  0.1174
H39 -2.562 0.649 -3.552  0.0990
H40 -4.879 -1.344 -3.417  0.0830
H41 -5.028 0.324 -3.993  0.0811
H42 -4.600 0.002 -2.304  0.0736

Atoms 1-3, force components in eV/Å:
-0.095 0.045 0.787
-0.021 -0.046 -0.107
0.020 0.082 0.018

***

Energy relative to the best compared isomer or geometry (same formula, charge and spin) values, unit kcal per mole, following the record order: 0.0, 256.5, 152.5, 20.4.